1.
This record from OMol25 describes a molecular structure, C14H18F6N3O6PPdS4Se. The level of theory is ωB97M-V/def2-TZVPD.

- LUMO level (alpha / beta): 2.266 / 2.264 eV
- Relative energy (zero: lowest compared OMol25 entry of this formula, charge and spin): 37.96 kJ/mol
- Electronic energy: -6222.757154 Ha
- Net charge: -1
- Highest occupied orbital energy (alpha / beta): -4.16 / -4.41 eV
- 2S+1: 2
- Gap between HOMO and LUMO (alpha / beta): 6.43 / 6.67 eV

The geometry in XYZ format:
```
54
Properties=species:S:1:pos:R:3:forces:R:3
Pd -0.18338 -0.03725 0.85324 -1.2141 0.2332 0.1697
C -5.55899 -2.68261 -0.15440 -0.1306 -0.0357 0.0167
C -4.23297 -2.12853 -0.61802 -0.0839 -0.0212 -0.0338
O -3.56241 -1.56987 0.51386 -0.0650 0.0113 0.0765
P -2.54959 -0.31495 0.31273 0.8953 -0.0202 0.1505
S -0.70119 2.45556 1.66673 0.5927 0.0464 -0.1336
S -1.43872 -0.62983 -1.33605 -0.0782 -0.1597 -0.1809
O -3.56450 0.91093 -0.07292 -0.0801 0.0666 0.0678
C -4.20278 1.60138 1.00971 0.1096 -0.0585 -0.0077
C -5.61042 1.08640 1.23245 -0.0208 -0.0098 0.0544
H -6.04268 -3.22720 -0.96946 -0.0103 0.0229 0.0292
H -6.22681 -1.88033 0.17229 0.0710 -0.0833 -0.0160
H -5.40819 -3.37004 0.67995 -0.0152 0.0157 -0.0280
H -4.37476 -1.36540 -1.38720 -0.0021 0.0142 0.0071
H -3.60509 -2.91329 -1.04243 0.0590 0.0069 0.0098
H -4.20483 2.65822 0.74303 -0.0033 0.0094 -0.0405
H -3.60335 1.49818 1.92215 -0.0188 -0.0004 -0.0443
H -6.18227 1.12401 0.30264 0.0219 0.0039 0.0246
H -6.11774 1.70528 1.97802 0.0038 -0.0462 -0.0227
H -5.59002 0.05463 1.58922 -0.0097 0.0599 -0.0313
F 4.96155 -1.05128 1.45521 -0.0024 0.0072 0.0210
C 4.25735 -0.30686 2.31071 0.1430 -0.0006 -0.1297
F 4.58972 -0.65980 3.55088 -0.0348 0.0255 -0.0248
F 4.62059 0.97447 2.12756 -0.0914 -0.0544 0.0398
S 2.44880 -0.47107 2.01810 -0.0931 0.5113 0.1333
O 2.28229 -0.00304 0.64209 -0.1547 -0.1736 0.2182
O 1.82529 0.34227 3.02694 0.2823 -0.2283 -0.0776
N 2.34142 -2.00051 2.20604 0.2877 0.0200 -0.0119
S 1.06268 -2.88361 1.95163 -0.1831 -0.2023 0.0911
O -0.02438 -2.59543 2.84290 0.0585 -0.0414 -0.0945
O 0.78623 -3.12450 0.56768 0.0133 -0.0165 -0.0089
C 1.79875 -4.45835 2.56635 -0.0807 -0.0186 -0.0284
F 2.11573 -4.37676 3.85914 0.0366 -0.0339 0.0165
F 2.89640 -4.78616 1.88002 -0.0142 -0.0155 0.0362
F 0.90535 -5.44533 2.41721 0.0329 0.0555 0.0112
C 3.92469 3.49752 -0.62948 -0.1179 -0.0116 -0.0978
N 2.71435 2.86728 -1.11796 0.5277 0.1357 0.0017
C 1.58303 2.72552 -0.40818 -0.2830 -0.2354 -0.1790
Se 1.24667 3.41688 1.29370 -0.4240 -0.2148 0.1127
N 0.74486 1.95677 -1.10380 0.4676 0.2468 -0.4454
C 1.36533 1.52299 -2.27509 -0.1617 0.0610 0.2597
C 0.94892 0.68214 -3.29344 0.0372 -0.0672 -0.0881
C 1.85274 0.45232 -4.32022 -0.0342 0.0130 0.0360
C 3.11987 1.04165 -4.32788 0.0351 0.0116 -0.0229
C 3.53088 1.88424 -3.30636 0.0900 0.0083 -0.0206
C 2.62457 2.10756 -2.28354 0.0630 0.1076 0.0970
H 3.67291 4.15977 0.19368 -0.0066 0.0304 0.0206
H 4.37775 4.08479 -1.42735 0.0057 -0.0148 0.0062
H 4.62455 2.74199 -0.27644 0.0506 -0.0375 0.0201
H -0.11132 1.58035 -0.70821 -0.4476 -0.0187 0.0464
H -0.02171 0.20943 -3.25477 0.0326 0.0578 -0.0779
H 1.57549 -0.21269 -5.12919 -0.0008 0.0319 0.0443
H 3.79988 0.82612 -5.14318 -0.0198 0.0158 0.0328
H 4.51945 2.32604 -3.30031 -0.0351 -0.0096 -0.0052
```
Forces are in eV/Å.

Results of the Mulliken charge analysis, in e, for atoms 1 through 4: Pd -0.11; C -1.24; C -0.19; O -0.33


2.
This record from OMol25 describes 8 unconnected molecules or ions with the total composition C17H38FIN9O15Si. The level of theory is ωB97M-V/def2-TZVPD.

- LUMO level: -5.196 eV
- Relative energy (zero: lowest compared OMol25 entry of this formula, charge and spin): 785.05 kJ/mol
- Electronic energy: -2977.787168 Ha
- Net charge: +1
- Highest occupied orbital energy: -12.28 eV
- 2S+1: 1
- Gap between HOMO and LUMO: 7.09 eV

The geometry in XYZ format:
```
82
Properties=species:S:1:pos:R:3:forces:R:3
C 2.40625 -3.09596 -0.02489 -0.4580 1.2886 0.7684
C 2.53342 -1.48029 0.39995 -0.1313 -1.1486 0.0440
N 2.57288 -1.24894 1.83676 -0.1149 2.1705 -5.2907
N 2.62599 0.07239 2.07938 0.0758 2.1165 -2.8659
F 2.66258 0.37026 3.43154 -0.0669 -0.2883 -1.6544
C 2.64828 1.21596 1.17537 0.4840 0.7012 -1.0442
C 2.66234 2.74891 1.81708 -1.1498 -0.4989 -0.1544
C 1.07599 3.04153 2.25833 0.8541 0.9367 -0.4683
O 0.26627 2.67245 1.08295 -0.7171 -0.7138 2.3730
Si -1.24576 1.89662 1.53029 -1.2958 -0.6777 -0.9001
C -2.13428 2.65945 3.05871 -0.4280 0.6292 0.2719
C -2.38899 2.00617 -0.06341 1.2313 0.6190 -0.5030
C -1.06059 -0.02438 1.88141 0.0085 -1.2573 -0.0977
C 2.66245 1.09788 -0.42640 -0.3231 -5.8496 2.8616
C 2.59170 -0.47425 -0.83221 0.1084 3.2845 3.9007
I 2.56747 -1.20624 -2.90295 -0.1699 0.6746 2.3485
H 3.42560 -3.38482 -0.52272 -2.2080 0.3731 0.8594
H 2.16347 -3.76818 0.92799 0.7348 1.6392 -2.1873
H 1.47837 -3.17872 -0.76135 2.2839 0.1239 1.4667
H 3.41005 2.85588 2.72053 -1.5255 -0.3262 -1.9433
H 2.89462 3.54533 0.96020 -0.2123 -2.1277 1.8574
H 0.95936 4.21988 2.37968 0.3733 -2.6047 0.1301
H 0.76902 2.46991 3.24329 0.7037 1.1145 -1.9667
H -3.18970 2.12299 3.20448 2.4323 1.0479 -0.2422
H -2.36961 3.79713 2.82460 0.5876 -2.2609 0.7880
H -1.45461 2.51980 4.00920 -1.6357 0.4959 -1.6454
H -2.27682 3.13261 -0.43961 -0.6126 -2.4783 0.7051
H -1.84473 1.31363 -0.86159 -1.4958 1.3496 1.4822
H -3.49733 1.69620 0.15080 2.2033 0.6390 -0.5949
H -0.85354 -0.61623 0.86577 -0.1965 1.2383 2.2019
H -0.23287 -0.26649 2.67483 -1.4666 0.2593 -1.4822
H -2.07825 -0.49286 2.29319 2.1584 1.2228 -0.8125
H 2.71353 1.97867 -1.18838 -0.1226 -1.6725 1.9121
C 2.24710 -4.06067 3.99027 0.0703 0.1907 -0.1920
N 1.69006 -5.43205 4.14039 -0.4279 -1.1500 0.3400
O 1.32827 -6.01197 3.10997 0.4357 0.6478 1.3927
O 1.63182 -5.88770 5.28841 0.0342 0.6408 -1.9034
H 2.23851 -3.78967 2.93244 -0.0411 -0.1718 0.3914
H 1.61442 -3.38300 4.56715 0.1846 -0.1632 0.0044
H 3.26852 -4.07576 4.37616 -0.2413 0.0154 0.0574
C -3.74504 5.42440 -2.55016 -0.1121 0.0229 -0.3501
N -4.32250 4.97963 -1.25315 -0.6456 -0.3545 0.8228
O -5.44571 4.46331 -1.28100 1.6824 0.7029 0.3247
O -3.63186 5.16126 -0.24370 -1.0672 -0.3092 -1.2720
H -4.45714 5.20381 -3.34814 0.1121 0.0124 0.3009
H -3.56552 6.49917 -2.47969 0.0748 -0.2312 0.0666
H -2.81355 4.87509 -2.70187 -0.1144 0.1750 0.1266
C 3.53949 7.09918 -1.15555 -0.1087 0.3750 -0.0018
N 3.79936 5.96537 -0.22794 0.0914 -0.4341 0.7009
O 3.44503 6.10396 0.94858 0.5501 -0.6008 -1.6018
O 4.35164 4.96819 -0.70710 -0.8486 1.0577 0.8641
H 3.05182 7.90414 -0.60172 0.1466 -0.2964 -0.0376
H 4.50266 7.43033 -1.54920 -0.1806 -0.1815 -0.0209
H 2.89001 6.73086 -1.95239 0.2508 0.0022 0.0878
C 5.44040 -0.04153 -4.59768 0.0285 -0.0010 0.1854
N 6.15650 0.76406 -5.62322 0.7149 0.7424 -0.9586
O 6.88779 1.67512 -5.21809 -1.0472 -1.2716 -0.6928
O 5.96436 0.45899 -6.80601 0.3064 0.5169 1.8210
H 5.70160 0.33543 -3.60661 0.0044 -0.0062 -0.2897
H 4.36962 0.06727 -4.78180 0.3407 -0.0345 -0.1536
H 5.75975 -1.07951 -4.71190 -0.1429 0.1630 -0.0797
C 0.94040 -7.06448 -1.07145 0.0486 0.0810 0.2192
N 1.65650 -6.25890 -2.09699 0.2156 -0.0935 -1.0370
O 2.38779 -5.34783 -1.69186 -0.7032 -0.8727 -0.8181
O 1.46436 -6.56396 -3.27978 0.5112 0.8058 1.8879
H 1.20160 -6.68752 -0.08038 -0.0317 -0.0235 -0.3292
H -0.13038 -6.95569 -1.25558 0.3435 -0.1314 -0.0920
H 1.25975 -8.10246 -1.18568 -0.1437 0.1711 -0.1194
C -2.65960 -8.79830 1.44326 -0.0392 -0.0440 0.3787
N -1.94350 -7.99272 0.41771 0.2994 0.3872 -0.5853
O -1.21221 -7.08165 0.82284 -1.0452 -1.0947 -0.6795
O -2.13564 -8.29779 -0.76507 0.4527 0.6637 1.6436
H -2.39840 -8.42135 2.43432 0.0197 -0.0119 -0.3284
H -3.73038 -8.68951 1.25913 0.2195 -0.1203 -0.0911
H -2.34025 -9.83628 1.32903 -0.1564 0.1870 -0.0986
C -9.05538 3.64011 -0.66330 0.0274 0.1737 0.2894
N -9.48995 3.66755 -2.08594 -0.3842 0.1432 -1.0925
O -10.00677 4.71182 -2.49988 0.7414 -1.6022 0.3962
O -9.29987 2.64000 -2.74700 -0.3131 1.5358 0.8377
H -9.28256 4.60530 -0.20579 0.0139 -0.2232 -0.2377
H -9.60550 2.83858 -0.16607 0.1800 0.0634 -0.1613
H -7.97996 3.45105 -0.65078 -0.2152 -0.0736 -0.0333
```
Forces are in eV/Å.

Results of the Mulliken charge analysis, in e, for atoms 1 through 4: C -0.61; C 0.80; N -0.66; N 0.83


3.
This record from OMol25 describes a molecular structure, C7H16F2FeNO9S2. The level of theory is ωB97M-V/def2-TZVPD.

- LUMO level (alpha / beta): 2.152 / 2.156 eV
- Electronic energy: -3268.011584 Ha
- Net charge: -1
- Highest occupied orbital energy (alpha / beta): -3.14 / -3.11 eV
- 2S+1: 5
- Gap between HOMO and LUMO (alpha / beta): 5.29 / 5.27 eV

The geometry in XYZ format:
```
38
Properties=species:S:1:pos:R:3:forces:R:3
Fe 0.50496 0.18874 -0.10969 3.2100 -0.5321 1.1691
N -0.14071 1.84139 -0.97105 0.2863 5.1279 -0.5982
S -1.45925 2.02268 -1.77433 -4.2307 -3.0018 -2.4401
O -1.30197 1.97923 -3.20816 -0.0579 0.6018 1.2756
O -2.56465 2.74751 -1.19544 1.2969 -0.2511 -0.3436
F -1.87038 0.46960 -1.43596 -0.3250 -0.1887 -0.1449
S 0.29692 3.50025 -0.91333 6.5586 1.9044 2.6649
O -0.36578 4.53774 -1.65715 -0.8811 -1.9187 -0.1024
O 1.73594 3.65295 -0.79939 -2.2390 -1.0288 -1.1152
F -0.07816 3.77441 0.59675 -1.1977 -0.2045 0.1019
C 2.96623 0.65339 0.72180 -2.7687 8.6147 -3.3272
O 1.97372 0.05820 1.25031 -1.6864 -3.6397 4.8834
O 3.52324 1.76023 1.03354 2.5973 -2.6366 4.0536
O 2.61543 0.82882 -0.50736 -0.4700 -2.9933 -5.8043
C -0.62649 0.63649 3.66610 -0.2681 -0.6437 -0.4655
C -1.60716 0.27338 2.54573 -0.2273 1.5458 0.5060
C -2.25769 1.57236 2.06565 0.3029 -0.5586 0.4446
O -0.94620 -0.44276 1.51002 -0.1669 -0.4169 -0.4291
H -1.04219 1.43402 4.28093 -0.0304 -0.2156 0.2278
H 0.30111 0.99547 3.21862 0.0831 -0.1220 -0.0084
H -0.44651 -0.27838 4.23262 0.3403 0.2625 0.3748
H -2.41080 -0.37197 2.90929 0.0066 -0.1050 0.1126
H -2.93623 1.79365 2.89139 -0.4275 0.2241 -0.3362
H -2.76947 1.47075 1.11042 -0.0652 0.1723 0.0867
H -1.53936 2.39188 2.07765 0.0754 -0.0744 -0.4811
H -0.83562 -1.32018 1.88809 0.5060 -0.1317 -0.3686
C 1.81610 -3.74496 -1.20574 -0.4321 1.0909 1.0698
C 1.12848 -2.50010 -1.82739 0.0870 -0.7484 -1.3904
C 0.30038 -2.87817 -3.05121 0.9449 -1.1582 -1.0261
O 0.30660 -1.78203 -0.92859 -0.1745 0.2254 0.8240
H 2.49553 -3.42078 -0.41565 0.2440 0.1405 -0.1946
H 2.35973 -4.35659 -1.92276 -0.1298 0.1395 -0.0949
H 1.08965 -4.34043 -0.64811 -0.2375 -0.2554 -0.3864
H 1.86910 -1.81539 -2.24002 0.2171 0.1769 0.7178
H 0.40350 -2.17877 -3.88033 -0.3753 0.3721 0.2970
H -0.73829 -3.19567 -2.94948 -0.0794 0.3070 0.5024
H 0.81535 -3.76835 -3.42243 -0.2063 -0.1398 -0.3057
H -0.56507 -2.18862 -0.93535 -0.0796 0.0593 0.0510
```
Forces are in eV/Å.

Results of the Mulliken charge analysis, in e, for atoms 1 through 4: Fe 0.96; N 0.19; S 0.92; O -0.62


4.
This record from OMol25 describes a molecular structure, C25H27N6OPdS. The level of theory is ωB97M-V/def2-TZVPD.

- LUMO level: -2.663 eV
- Relative energy (zero: lowest compared OMol25 entry of this formula, charge and spin): 6.50 kJ/mol
- Electronic energy: -1898.582596 Ha
- Net charge: +1
- Highest occupied orbital energy: -10.72 eV
- 2S+1: 1
- Gap between HOMO and LUMO: 8.05 eV

The geometry in XYZ format:
```
61
Properties=species:S:1:pos:R:3:forces:R:3
Pd -1.95397 -1.05071 -0.35801 -0.4687 0.1601 -0.0277
N -1.04856 2.11841 1.31333 0.0043 0.1665 -0.1339
C -1.97104 2.18229 0.28110 -0.1376 0.0395 0.0174
C -2.39770 3.47698 -0.07551 -0.0065 -0.0174 -0.0147
C -3.35469 3.64141 -1.04359 0.0488 -0.0945 0.0431
C -3.89888 2.51070 -1.65451 0.0227 -0.0151 0.0223
C -3.42342 1.28583 -1.26559 -0.0909 0.1172 -0.1345
N -2.46769 1.10555 -0.32938 0.3099 -0.1484 0.0820
C -0.49281 1.08079 2.05331 0.1096 -0.2863 0.2344
C 0.08205 1.39528 3.29489 -0.0401 0.0165 -0.0745
C 0.65364 0.38151 4.03118 0.0253 0.0085 -0.0896
C 0.64782 -0.91708 3.52647 -0.0340 -0.0447 -0.0055
C 0.05217 -1.12834 2.30148 0.0050 -0.0318 0.1367
N -0.50153 -0.15175 1.57519 0.0124 0.1133 -0.1654
H -0.86524 3.02414 1.71330 0.0077 -0.0081 -0.0136
H -1.96783 4.33415 0.42622 0.0027 0.0012 0.0002
H -3.68476 4.63340 -1.31934 0.0015 0.0145 0.0054
H -4.66479 2.58196 -2.41162 -0.0056 0.0043 -0.0049
H -3.80619 0.37575 -1.71017 -0.0133 0.0347 -0.0029
H 0.06341 2.41185 3.66650 0.0020 0.0024 0.0077
H 1.10128 0.59578 4.99231 -0.0056 0.0125 0.0052
H 1.08278 -1.73947 4.07542 0.0028 0.0009 0.0021
H -0.00514 -2.12140 1.86457 0.0330 0.0174 0.0108
S -2.18990 -3.31788 -0.51738 0.0962 0.0309 0.0188
C -3.16104 -2.98244 0.89740 0.4186 -0.5479 -0.0923
C -3.53864 -3.87448 1.89399 -0.2853 0.1203 0.1112
C -4.18921 -3.35337 2.99450 0.0138 0.0330 -0.0257
C -4.39697 -1.97441 3.10009 0.0502 0.0858 -0.1428
C -3.93451 -1.15358 2.09100 -0.2371 -0.0208 0.1853
N -3.36262 -1.66793 1.00018 0.4452 0.2010 -0.0536
H -3.30356 -4.92452 1.79573 -0.0438 0.0005 0.0028
H -4.51936 -4.00602 3.79198 0.0068 -0.0135 -0.0054
H -4.89663 -1.55067 3.95837 0.0036 0.0182 -0.0014
H -4.02880 -0.07556 2.12376 -0.0047 -0.0118 0.0284
C 2.99983 0.61936 0.64685 -0.0004 0.0079 -0.0162
C 3.39962 -0.58809 -0.19171 -0.0553 -0.1346 0.0914
N 3.87153 -0.23954 -1.51949 0.1103 0.0636 -0.0880
C 5.31258 0.01489 -1.68648 -0.0086 0.0646 0.0202
C 5.67517 1.49323 -1.67517 -0.0215 -0.0138 0.0020
C 3.12405 -0.07950 -2.63619 0.1318 -0.2659 -0.1143
O 3.64509 0.24113 -3.69507 -0.0674 0.1748 0.0736
C 1.63654 -0.40414 -2.69224 -0.1453 -0.0562 -0.0251
C 1.15719 -0.58645 -3.99159 0.0547 -0.0245 0.0757
C -0.16404 -0.91536 -4.20959 -0.0464 -0.0321 0.0066
C -0.99974 -1.05511 -3.12114 -0.0058 -0.0174 0.0647
N -0.56926 -0.85149 -1.87063 -0.0790 0.0649 -0.1515
C 0.71674 -0.53168 -1.65881 -0.0662 0.0716 0.1000
H 2.65635 0.29589 1.62755 -0.0677 -0.0078 0.1175
H 2.20836 1.20282 0.17317 -0.0270 0.0004 -0.0243
H 3.85359 1.28134 0.78769 -0.0155 -0.0061 0.0145
H 2.59764 -1.32802 -0.26258 0.1094 0.1132 0.0215
H 4.21981 -1.10209 0.30962 -0.0058 -0.0423 -0.0266
H 5.61880 -0.42820 -2.63216 -0.0040 -0.0083 0.0061
H 5.82732 -0.51352 -0.88431 -0.0366 -0.0044 0.0219
H 5.17899 2.00948 -2.49482 -0.0067 0.0073 -0.0018
H 6.75140 1.61069 -1.80101 0.0077 -0.0035 -0.0083
H 5.39395 1.96812 -0.73486 0.0110 0.0077 -0.0064
H 1.85494 -0.46949 -4.80787 0.0100 0.0124 -0.0098
H -0.54562 -1.07558 -5.20728 -0.0086 -0.0032 -0.0040
H -2.03591 -1.34529 -3.22904 0.0007 0.0102 -0.0100
H 0.95742 -0.36956 -0.62002 -0.0168 0.0626 -0.0549
```
Forces are in eV/Å.

Results of the Mulliken charge analysis, in e, for atoms 1 through 4: Pd 0.32; N 0.07; C 0.58; C -0.93